Entry 1:
DFT (ωB97M-V/def2-TZVPD) results for 13 unconnected molecules or ions with the total composition C48H95Cl2F8N16O16S8.

Results
Total charge = +1
HOMO = -6.143 eV
Gap between HOMO and LUMO = 2.2 eV

Bonds (Å) are listed after each position.
Element x y z (Å)
1 Cl -5.609 1.551 3.763  no bonds
2 Cl -5.152 5.191 -6.595  no bonds
3 S 3.343 5.699 -13.449  S8 2.357, F16 1.555, O22 1.452, O24 1.479, N43 1.627
4 S 7.551 -2.037 -2.378  S7 2.401, F13 1.615, O25 1.510, O34 1.493, N37 1.473
5 S 3.794 8.009 -1.699  S6 2.359, F18 1.653, O32 1.452, O33 1.470, N36 1.545
6 S 4.928 6.774 -0.039  S5 2.359, F11 1.547, O30 1.480, O31 1.455, N36 1.709
7 S 7.591 -2.336 -4.760  S4 2.401, F12 1.682, O26 1.483, O28 1.446, N37 1.715
8 S 3.873 7.399 -11.905  S3 2.357, F15 1.626, O19 1.481, O23 1.475, N43 1.481
9 S -4.202 -4.239 -9.895  S10 2.318, F17 1.622, O20 1.464, O29 1.420, N47 1.687
10 S -5.475 -5.550 -11.322  S9 2.318, F14 1.599, O21 1.475, O27 1.464, N47 1.417
11 F 5.605 7.060 1.322  S6 1.547
12 F 7.557 -3.785 -5.613  S7 1.682
13 F 6.658 -2.494 -1.112  S4 1.615
14 F -6.776 -6.479 -11.301  S10 1.599
15 F 5.099 8.444 -11.684  S8 1.626
16 F 4.188 4.789 -14.385  S3 1.555
17 F -3.946 -4.392 -8.301  S9 1.622
18 F 3.636 9.600 -2.118  S5 1.653
19 O 3.660 6.859 -10.543  S8 1.481
20 O -2.870 -4.633 -10.355  S9 1.464
21 O -5.808 -4.497 -12.301  S10 1.475
22 O 2.447 6.306 -14.418  S3 1.452
23 O 2.879 8.419 -12.290  S8 1.475
24 O 2.782 4.670 -12.548  S3 1.479
25 O 8.925 -2.503 -1.959  S4 1.510
26 O 9.049 -2.070 -4.722  S7 1.483
27 O -4.494 -6.538 -11.773  S10 1.464
28 O 6.741 -1.468 -5.544  S7 1.446
29 O -4.646 -2.899 -10.054  S9 1.420
30 O 6.082 6.151 -0.725  S6 1.480
31 O 3.833 5.898 0.350  S6 1.455
32 O 2.405 7.647 -1.480  S5 1.452
33 O 4.520 7.412 -2.830  S5 1.470
34 O 7.273 -0.571 -2.425  S4 1.493
35 N 2.362 -8.048 -1.070  C59 1.373, C75 1.452, C81 1.397
36 N 4.560 8.400 -0.415  S5 1.545, S6 1.709
37 N 6.824 -2.894 -3.331  S4 1.473, S7 1.715
38 N -0.254 0.750 -3.172  C51 1.590, C77 1.551, C90 1.582, C94 1.587
39 N -9.826 -2.243 -5.148  C80 1.426, C84 1.364, C97 1.404
40 N 10.785 -0.348 6.392  C61 1.555, C83 1.582, C89 1.550, C95 1.515
41 N -9.846 -1.801 -2.947  C84 1.384, C87 1.440, C92 1.374
42 N 2.712 -8.096 -3.309  C54 1.385, C59 1.431, C60 1.506
43 N 4.600 6.570 -12.894  S3 1.627, S8 1.481
44 N -8.129 -5.752 6.107  C53 1.432, C66 1.410, C68 1.451
45 N 1.036 3.223 11.009  C63 1.364, C70 1.385, C93 1.354
46 N 1.253 4.193 8.983  C57 1.364, C63 1.425, C64 1.396
47 N -5.465 -5.357 -9.918  S9 1.687, S10 1.417
48 N -6.901 9.697 -2.146  C67 1.434, C76 1.419, C85 1.359
49 N -5.630 8.751 -0.505  C79 1.438, C85 1.402, C96 1.387
50 N -6.783 -4.306 7.208  C52 1.362, C53 1.372, C73 1.446
51 C 0.050 0.738 -1.611  N38 1.590, C91 1.635, H104 1.090, H170 1.090
52 C -7.600 -4.864 8.145  N50 1.362, C66 1.389, H157 1.080
53 C -7.090 -4.779 5.957  N44 1.432, N50 1.372, H151 1.080
54 C 2.466 -9.392 -2.884  N42 1.385, C81 1.429, H145 1.080
55 C -11.571 -2.687 -6.863  C80 1.538, H126 1.090, H128 1.090, H186 1.090
56 C 0.518 0.339 -5.504  C58 1.567, C77 1.540, H103 1.090, H138 1.090
57 C -0.068 4.065 9.301  N46 1.364, C93 1.389, H124 1.080
58 C 0.425 1.891 -5.312  C56 1.567, C94 1.567, H152 1.090, H183 1.090
59 C 2.679 -7.260 -2.148  N35 1.373, N42 1.431, H154 1.080
60 C 2.889 -7.573 -4.710  N42 1.506, C74 1.545, H176 1.090, H188 1.090
61 C 11.875 0.179 5.415  N40 1.555, C65 1.554, H100 1.090, H106 1.090
62 C 8.097 -3.970 5.746  C69 1.588, H111 1.090, H142 1.090, H179 1.090
63 C 1.955 3.647 10.095  N45 1.364, N46 1.425, H139 1.080
64 C 1.735 4.709 7.779  N46 1.396, H119 1.090, H141 1.090, H187 1.090
65 C 11.043 0.613 4.176  C61 1.554, C88 1.571, H137 1.090, H158 1.090
66 C -8.475 -5.709 7.474  N44 1.410, C52 1.389, H163 1.080
67 C -7.784 9.815 -3.271  N48 1.434, C78 1.530, H110 1.090, H175 1.090
68 C -8.784 -6.524 5.068  N44 1.451, C72 1.551, H155 1.090, H174 1.090
69 C 9.567 -3.935 5.145  C62 1.588, C98 1.555, H99 1.090, H130 1.090
70 C 1.343 2.688 12.249  N45 1.385, C71 1.608, H117 1.090, H168 1.090
71 C 2.064 3.751 13.218  C70 1.608, H140 1.090, H148 1.090, H173 1.090
72 C -9.049 -7.964 5.580  C68 1.551, H113 1.090, H115 1.090, H161 1.090
73 C -5.818 -3.324 7.650  N50 1.446, H114 1.090, H133 1.090, H169 1.090
74 C 1.581 -7.759 -5.512  C60 1.545, H150 1.090, H177 1.090, H192 1.090
75 C 2.282 -7.632 0.318  N35 1.452, H102 1.090, H121 1.090, H143 1.090
76 C -6.313 10.742 -1.388  N48 1.419, C96 1.411, H129 1.080
77 C 0.439 -0.284 -4.098  N38 1.551, C56 1.540, H116 1.090, H166 1.090
78 C -7.505 11.006 -4.190  C67 1.530, H105 1.090, H131 1.090, H135 1.090
79 C -4.927 7.784 0.296  N49 1.438, H118 1.090, H123 1.090, H132 1.090
80 C -10.110 -2.844 -6.409  N39 1.426, C55 1.538, H127 1.090, H134 1.090
81 C 2.180 -9.369 -1.485  N35 1.397, C54 1.429, H156 1.080
82 C 0.070 -0.659 0.661  C86 1.551, C91 1.505, H120 1.090, H146 1.090
83 C 10.728 -1.929 6.420  N40 1.582, C98 1.524, H108 1.090, H190 1.090
84 C -10.389 -2.582 -3.953  N39 1.364, N41 1.384, H181 1.080
85 C -6.433 8.529 -1.633  N48 1.359, N49 1.402, H180 1.080
86 C 1.468 -0.365 1.264  C82 1.551, H112 1.090, H147 1.090, H165 1.090
87 C -9.976 -2.110 -1.546  N41 1.440, H164 1.090, H171 1.090, H182 1.090
88 C 9.794 1.190 4.934  C65 1.571, C95 1.501, H136 1.090, H167 1.090
89 C 11.126 0.083 7.841  N40 1.550, H107 1.090, H178 1.090, H189 1.090
90 C -1.800 0.486 -3.375  N38 1.582, H160 1.090, H184 1.090, H193 1.090
91 C -0.110 -0.691 -0.833  C51 1.635, C82 1.505, H109 1.090, H144 1.090
92 C -9.141 -0.823 -3.605  N41 1.374, C97 1.341, H149 1.080
93 C -0.205 3.565 10.590  N45 1.354, C57 1.389, H172 1.080
94 C 0.195 2.144 -3.782  N38 1.587, C58 1.567, H153 1.090, H191 1.090
95 C 9.441 0.273 6.069  N40 1.515, C88 1.501, H101 1.090, H159 1.090
96 C -5.583 10.128 -0.348  N49 1.387, C76 1.411, H162 1.080
97 C -9.055 -1.093 -4.916  N39 1.404, C92 1.341, H122 1.080
98 C 10.239 -2.534 5.109  C69 1.555, C83 1.524, H125 1.090, H185 1.090
99 H 10.248 -4.681 5.554  C69 1.090
100 H 12.551 -0.632 5.145  C61 1.090
101 H 8.662 -0.413 5.736  C95 1.090
102 H 1.267 -7.385 0.629  C75 1.090
103 H -0.259 -0.053 -6.161  C56 1.090
104 H 1.042 1.188 -1.580  C51 1.090
105 H -8.326 10.954 -4.905  C78 1.090
106 H 12.357 1.045 5.869  C61 1.090
107 H 10.383 -0.244 8.569  C89 1.090
108 H 11.698 -2.239 6.809  C83 1.090
109 H 0.548 -1.362 -1.384  C91 1.090
110 H -7.570 8.918 -3.851  C67 1.090
111 H 8.082 -4.067 6.832  C62 1.090
112 H 2.257 -1.106 1.131  C86 1.090
113 H -9.720 -7.888 6.436  C72 1.090
114 H -6.348 -2.470 8.072  C73 1.090
115 H -8.070 -8.403 5.772  C72 1.090
116 H -0.046 -1.251 -3.967  C77 1.090
117 H 0.426 2.283 12.676  C70 1.090
118 H -4.997 8.093 1.339  C79 1.090
119 H 2.536 5.432 7.931  C64 1.090
120 H -0.258 -1.672 0.895  C82 1.090
121 H 2.685 -8.453 0.912  C75 1.090
122 H -8.655 -0.473 -5.704  C97 1.080
123 H -5.219 6.748 0.124  C79 1.090
124 H -0.829 4.503 8.673  C57 1.080
125 H 11.139 -2.730 4.527  C98 1.090
126 H -11.831 -1.631 -6.927  C55 1.090
127 H -9.420 -2.440 -7.150  C80 1.090
128 H -11.660 -3.162 -7.840  C55 1.090
129 H -6.581 11.770 -1.584  C76 1.080
130 H 9.482 -4.375 4.151  C69 1.090
131 H -7.640 12.031 -3.843  C78 1.090
132 H -3.903 7.936 -0.045  C79 1.090
133 H -5.115 -3.811 8.327  C73 1.090
134 H -10.015 -3.924 -6.289  C80 1.090
135 H -6.606 11.012 -4.806  C78 1.090
136 H 8.919 1.381 4.313  C88 1.090
137 H 11.510 1.400 3.584  C65 1.090
138 H 1.493 0.010 -5.864  C56 1.090
139 H 3.034 3.632 10.138  C63 1.080
140 H 2.585 3.246 14.031  C71 1.090
141 H 2.232 3.857 7.315  C64 1.090
142 H 7.600 -4.841 5.319  C62 1.090
143 H 2.884 -6.741 0.497  C75 1.090
144 H -1.073 -1.154 -1.049  C91 1.090
145 H 2.499 -10.229 -3.566  C54 1.080
146 H -0.651 0.068 1.036  C82 1.090
147 H 1.228 -0.275 2.323  C86 1.090
148 H 1.432 4.465 13.747  C71 1.090
149 H -8.840 0.076 -3.088  C92 1.080
150 H 1.639 -7.397 -6.538  C74 1.090
151 H -6.612 -4.579 5.009  C53 1.080
152 H -0.483 2.101 -5.878  C58 1.090
153 H -0.586 2.831 -3.458  C94 1.090
154 H 2.771 -6.188 -2.239  C59 1.080
155 H -9.697 -5.976 4.835  C68 1.090
156 H 1.882 -10.188 -0.846  C81 1.080
157 H -7.579 -4.584 9.187  C52 1.080
158 H 10.841 -0.258 3.552  C65 1.090
159 H 8.975 0.907 6.823  C95 1.090
160 H -1.947 0.694 -4.435  C90 1.090
161 H -9.470 -8.599 4.802  C72 1.090
162 H -5.062 10.511 0.517  C96 1.080
163 H -9.382 -6.165 7.842  C66 1.080
164 H -11.002 -2.007 -1.193  C87 1.090
165 H 1.771 0.601 0.859  C86 1.090
166 H 1.482 -0.380 -3.796  C77 1.090
167 H 10.039 2.114 5.458  C88 1.090
168 H 1.919 1.763 12.222  C70 1.090
169 H -5.242 -2.923 6.816  C73 1.090
170 H -0.662 1.406 -1.127  C51 1.090
171 H -9.334 -1.481 -0.929  C87 1.090
172 H -1.051 3.222 11.167  C93 1.080
173 H 2.821 4.328 12.687  C71 1.090
174 H -8.178 -6.530 4.162  C68 1.090
175 H -8.796 9.965 -2.895  C67 1.090
176 H 3.209 -6.532 -4.660  C60 1.090
177 H 1.457 -8.842 -5.500  C74 1.090
178 H 11.089 1.169 7.760  C89 1.090
179 H 7.520 -3.067 5.545  C62 1.090
180 H -6.762 7.600 -2.075  C85 1.080
181 H -11.014 -3.448 -3.797  C84 1.080
182 H -9.723 -3.094 -1.150  C87 1.090
183 H 1.307 2.394 -5.707  C58 1.090
184 H -2.368 1.111 -2.685  C90 1.090
185 H 9.512 -1.914 4.584  C98 1.090
186 H -12.282 -3.177 -6.199  C55 1.090
187 H 0.910 5.028 7.141  C64 1.090
188 H 3.634 -8.071 -5.330  C60 1.090
189 H 12.104 -0.375 7.989  C89 1.090
190 H 10.052 -2.230 7.220  C83 1.090
191 H 1.134 2.393 -3.287  C94 1.090
192 H 0.744 -7.333 -4.960  C74 1.090
193 H -1.929 -0.579 -3.181  C90 1.090

Here are the Löwdin charges for atoms 1 to 8, given in e: Cl -1.00; Cl -0.99; S 0.52; S 0.44; S 0.46; S 0.53; S 0.65; S 0.45

=====

Entry 2:
DFT (ωB97M-V/def2-TZVPD) results for 2 unconnected molecules or ions with the total composition C2H7NO.

Results
Structure (SMILES) = C=CO.N
HOMO = -9.460 eV
ΔE to the lowest compared entry with this formula, charge and spin = 178.6 kJ/mol
Gap between HOMO and LUMO = 10.3 eV

Bonds (Å) are listed after each position.
Element x y z (Å)
1 O -1.385 1.559 -0.178  C3 1.388, H7 0.978
2 N 0.541 -1.796 1.645  H6 1.021, H8 1.028, H9 1.027
3 C -0.554 0.781 -0.972  O1 1.388, C4 1.372, H10 1.049
4 C 0.729 1.254 -1.083  C3 1.372, H5 1.070, H11 1.130
5 H 1.350 0.490 -1.502  C4 1.070
6 H 0.814 -2.779 1.622  N2 1.021
7 H -2.254 1.757 -0.581  O1 0.978
8 H -0.487 -1.761 1.643  N2 1.028
9 H 0.835 -1.247 0.828  N2 1.027
10 H -0.767 -0.241 -1.077  C3 1.049
11 H 1.179 1.982 -0.344  C4 1.130

Here are the Löwdin charges for atoms 1 to 8, given in e: O -0.06; N 0.00; C -0.26; C 0.01; H 0.03; H 0.00; H 0.10; H 0.01

=====

Entry 3:
DFT (ωB97M-V/def2-TZVPD) results for 9 unconnected molecules or ions with the total composition C3H23NO9.

Results
Structure (SMILES) = CCNC=O.O.O.O.O.O.O.O.O
HOMO = -10.112 eV
ΔE to the lowest compared entry with this formula, charge and spin = 0.0 kJ/mol
Gap between HOMO and LUMO = 10.2 eV

Bonds (Å) are listed after each position.
Element x y z (Å)
1 O -0.021 -1.896 -1.931  H33 0.964, H36 0.961
2 O -2.633 -0.850 -1.683  H14 0.963, H19 0.956
3 O -3.141 1.910 -0.192  H17 0.962, H22 0.971
4 O -0.479 3.408 -0.037  H21 0.963, H26 0.962
5 O 0.174 0.727 -3.417  H18 0.958, H30 0.959
6 O -1.599 -0.329 0.948  C11 1.240
7 O 2.059 -2.447 1.259  H29 0.967, H35 0.966
8 O 2.847 -2.316 -2.238  H23 0.960, H28 0.966
9 O -2.595 -2.629 2.243  H20 0.966, H27 0.972
10 N 0.465 0.374 1.504  C11 1.330, C12 1.471, H16 1.009
11 C -0.652 0.455 0.787  O6 1.240, N10 1.330, H24 1.091
12 C 1.605 1.302 1.439  N10 1.471, C13 1.529, H15 1.097, H31 1.086
13 C 2.255 1.518 2.806  C12 1.529, H25 1.086, H32 1.085, H34 1.088
14 H -2.072 -1.071 -0.932  O2 0.963
15 H 2.286 0.900 0.678  C12 1.097
16 H 0.685 -0.425 2.080  N10 1.009
17 H -3.668 1.481 -0.871  O3 0.962
18 H 0.840 1.291 -3.811  O5 0.958
19 H -2.395 -1.360 -2.456  O2 0.956
20 H -3.182 -2.649 1.476  O9 0.966
21 H -0.181 3.984 -0.748  O4 0.963
22 H -2.723 1.178 0.290  O3 0.971
23 H 3.415 -1.861 -1.612  O8 0.960
24 H -0.659 1.193 -0.015  C11 1.091
25 H 2.383 2.593 2.894  C13 1.086
26 H -1.439 3.468 -0.049  O4 0.962
27 H -2.230 -1.736 2.120  O9 0.972
28 H 1.969 -2.368 -1.838  O8 0.966
29 H 1.099 -2.330 1.269  O7 0.967
30 H -0.712 1.079 -3.519  O5 0.959
31 H 1.300 2.238 0.980  C12 1.086
32 H 1.602 1.238 3.625  C13 1.085
33 H -0.117 -1.034 -2.351  O1 0.964
34 H 3.093 0.839 2.942  C13 1.088
35 H 2.114 -3.360 0.951  O7 0.966
36 H 0.306 -2.513 -2.591  O1 0.961

Here are the Löwdin charges for atoms 1 to 8, given in e: O -0.05; O -0.06; O -0.06; O -0.06; O -0.04; O -0.05; O -0.06; O -0.06